ORCA calculation (ωB97M-V/def2-TZVPD) on a 2-piece molecular cluster, C10H18OS overall in a non-equilibrium geometry.

Output
maximum force = 5.2 eV Å⁻¹
ΔE to the lowest compared entry with this formula, charge and spin = 111.5 kcal/mol
LUMO energy = -0.21 eV

Structure (ORCA input):
```
! RIJCOSX wB97M-V def2-TZVPD def2/J DEFGRID3
* xyz 0 1
C -3.239 2.164 -0.830
C -2.017 1.630 -0.700
C -2.857 -1.607 -0.039
C 4.284 -1.544 -0.644
C -1.799 0.947 1.561
C 2.875 -1.534 -0.033
C 2.268 -0.142 -0.030
C 0.790 -0.164 0.297
C 0.348 1.282 0.179
C -1.136 1.437 0.496
O -4.796 -0.111 0.908
S -4.211 -0.675 -0.344
H -3.677 2.093 -1.705
H -3.677 2.633 -0.070
H -1.504 1.232 -1.651
H -2.258 -1.571 0.887
H 5.062 -1.202 -0.036
H 4.454 -1.025 -1.507
H 4.723 -2.481 -0.812
H -2.919 0.987 1.624
H -1.206 0.735 2.412
H 2.887 -1.941 0.925
H 2.292 -2.171 -0.540
H 2.907 0.516 0.617
H 2.500 0.249 -0.955
H 0.742 -0.497 1.248
H 0.121 -0.710 -0.431
H 0.681 1.553 -0.750
H -2.455 -2.096 -1.020
H 0.816 2.014 0.944
*
```

Results of the Mulliken charge analysis, in e, for atoms 1 through 8: number 1, C, carries -1.334; number 2, C, carries -0.037; number 3, C, carries -0.471; number 4, C, carries -1.634; number 5, C, carries -1.372; number 6, C, carries -0.609; number 7, C, carries -0.985; number 8, C, carries -0.095